Record 1
141
Properties=species:S:1:pos:R:3:lowdin_charge:R:1 method="wB97M-V/def2-TZVPD" homo_lumo_gap_ev=6.6 total_charge=-1 lumo_energy_ev=1.7 e_homo_ev=-4.897 fmax_ha_per_bohr=0.014 energy_ev=-165966.9606
N 0.92302 4.27488 1.30302 -0.018
C 0.14797 4.45137 0.06006 -0.325
C 0.86932 5.23394 -1.03756 -0.302
C 1.69514 4.44026 -2.07491 -0.271
Ga 2.77739 2.80909 -1.48362 0.430
C 3.05196 1.38875 -2.96035 -0.235
C 2.60207 1.71066 -4.33894 -0.370
O 2.40874 2.81941 -4.80949 -0.019
C 4.62528 3.30572 -0.73896 -0.273
C 5.21478 4.61042 -1.32635 -0.295
C 5.75651 5.52711 -0.22974 -0.256
C 6.57740 6.69770 -0.74988 -0.277
S 5.56836 8.12558 -1.16814 0.347
O 4.20728 7.91127 -0.78822 -0.339
O 6.21224 9.32524 -0.71275 -0.359
Cl 5.69037 8.15970 -3.21523 0.370
H 1.89495 4.48573 1.12739 0.038
H 0.58807 4.91160 2.01046 0.042
H -0.78851 4.95545 0.30888 0.093
H -0.11495 3.46278 -0.32277 0.070
H 1.48497 6.01645 -0.58247 0.086
H 0.09305 5.77788 -1.59311 0.086
H 1.00341 4.06833 -2.83419 0.031
H 2.33372 5.16468 -2.58728 0.029
H 1.97539 2.06532 -0.29290 -0.046
H 4.10556 1.09840 -3.06021 0.056
H 2.53580 0.46216 -2.68616 0.035
H 2.44512 0.83245 -5.01641 0.100
H 4.54575 3.42143 0.34689 0.028
H 5.33973 2.49509 -0.89893 0.031
H 4.48544 5.14761 -1.93345 0.076
H 6.07060 4.35008 -1.95836 0.102
H 6.39521 4.94788 0.44041 0.117
H 4.92703 5.89046 0.37633 0.106
H 7.16341 6.44287 -1.62978 0.084
H 7.26321 7.10673 -0.00771 0.098
C -0.22872 -4.61481 -4.61251 -0.062
C 0.30572 -4.31935 -3.22803 -0.209
O 0.34363 -2.90945 -2.96674 0.044
C -0.81813 -2.35513 -2.63395 -0.614
O -1.86987 -2.93568 -2.51573 0.095
O -0.62148 -1.05705 -2.44912 0.018
C -1.80023 -0.30937 -2.14283 -0.025
H 0.33735 -4.06295 -5.36411 0.081
H -0.15646 -5.68069 -4.82870 0.079
H -1.27425 -4.32083 -4.69584 0.071
H 1.33846 -4.64998 -3.13558 0.122
H -0.27883 -4.82431 -2.45899 0.120
H -2.33705 -0.75128 -1.30614 0.086
H -2.44717 -0.26123 -3.01779 0.099
H -1.47082 0.69026 -1.87635 0.097
C 1.35323 9.52079 -2.18711 -0.053
C 1.81099 10.08270 -0.86063 -0.198
O 1.59280 11.50949 -0.78486 0.044
C 0.35769 11.89037 -0.50486 -0.619
O -0.58547 11.18019 -0.27294 0.121
O 0.32754 13.23057 -0.49920 -0.003
C -0.96091 13.78208 -0.23996 -0.054
H 1.82801 10.05719 -3.01041 0.082
H 1.61940 8.46637 -2.25408 0.074
H 0.27321 9.61382 -2.30227 0.076
H 2.88034 9.94851 -0.74264 0.096
H 1.31725 9.58899 -0.02501 0.128
H -1.38572 13.37025 0.67298 0.093
H -1.63178 13.58979 -1.07644 0.096
H -0.81655 14.85315 -0.12761 0.089
C -2.70408 -3.91123 0.52055 -0.053
C -1.88310 -4.18479 1.75978 -0.195
O -2.48602 -5.20734 2.57999 0.011
C -2.28109 -6.45702 2.17678 -0.620
O -1.62227 -6.80760 1.23497 0.129
O -2.92157 -7.27036 3.02097 -0.004
C -2.81103 -8.65663 2.69631 -0.041
H -3.73429 -3.67471 0.79314 0.086
H -2.28856 -3.07581 -0.03739 0.062
H -2.72119 -4.77883 -0.13792 0.076
H -1.84032 -3.30091 2.39391 0.121
H -0.86162 -4.46953 1.51106 0.128
H -1.76952 -8.94678 2.57796 0.095
H -3.36139 -8.87585 1.78257 0.097
H -3.25214 -9.19899 3.52748 0.092
C -1.14027 -5.57884 5.79664 -0.054
C -1.60035 -4.15953 5.54764 -0.202
O -2.29354 -3.62407 6.68916 0.041
C -1.51757 -3.19807 7.68079 -0.617
O -0.31563 -3.20123 7.70057 0.127
O -2.30834 -2.75298 8.65962 -0.003
C -1.60989 -2.30739 9.82448 -0.039
H -1.98215 -6.20226 6.10054 0.084
H -0.70535 -5.99729 4.88926 0.077
H -0.39003 -5.61281 6.58644 0.076
H -2.32016 -4.13549 4.73730 0.104
H -0.76617 -3.50948 5.28361 0.129
H -0.84837 -1.57573 9.56486 0.095
H -1.15479 -3.15239 10.33877 0.098
H -2.35530 -1.85006 10.46844 0.091
C -4.67280 -6.01661 10.23503 -0.061
C -5.39126 -5.22977 11.30793 -0.207
O -5.39340 -5.92440 12.56641 0.038
C -4.26887 -5.82651 13.26840 -0.617
O -3.29208 -5.19289 12.96706 0.121
O -4.41550 -6.53974 14.38603 0.004
C -3.26301 -6.55075 15.23028 -0.042
H -5.09123 -7.02040 10.15057 0.081
H -4.76639 -5.51284 9.27320 0.082
H -3.61289 -6.11537 10.46704 0.076
H -6.44137 -5.10409 11.05209 0.122
H -4.95571 -4.23969 11.43602 0.121
H -2.92912 -5.53856 15.44620 0.095
H -2.45701 -7.11353 14.76206 0.098
H -3.56555 -7.04266 16.14990 0.092
C 7.54747 3.88121 -9.42549 -0.067
C 6.69972 3.06659 -10.37931 -0.225
O 5.80229 2.19898 -9.67974 0.029
C 4.69520 2.78959 -9.21092 -0.617
O 4.39886 3.94429 -9.37496 0.121
O 3.98568 1.87789 -8.56616 0.012
C 2.78314 2.37266 -7.94742 -0.024
H 8.06492 3.22616 -8.72379 0.081
H 8.28858 4.45977 -9.97813 0.076
H 6.93080 4.57015 -8.85014 0.077
H 7.32559 2.40507 -10.97673 0.118
H 6.13902 3.70744 -11.05948 0.120
H 2.17171 2.90687 -8.67216 0.095
H 3.01956 3.01300 -7.10507 0.080
H 2.24855 1.49974 -7.58710 0.089
C -4.89045 -8.70181 -6.91817 -0.067
C -5.31452 -7.26974 -7.16342 -0.216
O -5.99980 -6.71914 -6.03054 0.035
C -5.20936 -6.30650 -5.03844 -0.616
O -4.00806 -6.33948 -5.03053 0.123
O -5.98197 -5.84607 -4.05829 0.007
C -5.26275 -5.40148 -2.90138 -0.031
H -5.74763 -9.30577 -6.61799 0.080
H -4.46123 -9.12816 -7.82496 0.078
H -4.14503 -8.75617 -6.12588 0.075
H -6.03227 -7.21783 -7.98006 0.121
H -4.46362 -6.64007 -7.42071 0.123
H -4.49572 -4.67709 -3.16657 0.093
H -4.81063 -6.25184 -2.39315 0.098
H -5.99273 -4.93334 -2.24789 0.093

Record 2
123
Properties=species:S:1:pos:R:3:lowdin_charge:R:1 method="wB97M-V/def2-TZVPD" homo_lumo_gap_ev=5.3 total_charge=+1 lumo_energy_ev=-4.1 e_homo_ev=-9.411 fmax_ha_per_bohr=0.068 energy_ev=-57387.1166
C -0.77422 2.87890 0.81576 0.014
C 0.26370 3.81266 0.74354 -0.111
C 1.74731 3.62386 0.98194 -0.093
C 2.24429 2.23703 1.35809 -0.422
F 1.38402 1.58095 2.15731 0.123
C 3.48307 2.44312 2.25551 -0.056
C 4.09866 1.14009 2.80477 -0.242
C 3.43140 0.64452 4.11635 -0.144
C 2.57806 -0.61847 4.04866 -0.210
C 2.26896 -1.04171 5.50204 -0.190
C 1.32508 -2.21922 5.59137 -0.268
O 0.00136 -1.70024 5.63093 -0.061
C 4.25125 0.09546 1.67905 -0.063
C 3.16127 0.03569 0.60433 -0.223
N 2.08611 -0.87782 0.96254 0.186
C 2.26005 -2.06379 0.71288 -0.232
O 2.40690 -3.23324 0.55296 0.193
N 2.63296 1.37460 0.17150 -0.054
C 3.78573 2.00281 -0.55448 -0.072
C 3.66319 2.69233 -1.70936 0.083
C 1.44899 1.23474 -0.72609 -0.017
C 1.55917 0.21517 -1.86980 -0.432
O 0.96116 -0.82483 -1.74260 0.123
N 2.27473 0.49754 -3.04685 -0.156
C 1.50105 1.53480 -3.79604 -0.030
C 2.40480 -0.69176 -3.90076 -0.047
H -1.38950 2.86081 1.71010 0.079
H -1.02094 2.23227 -0.01900 0.042
H -0.02161 4.83803 0.50447 0.100
H 2.29756 4.06009 0.14434 0.114
H 1.98243 4.27847 1.81421 0.138
H 4.20133 3.12840 1.81058 0.134
H 3.07474 2.96409 3.11628 0.130
H 5.11518 1.40605 3.08187 0.139
H 4.19658 0.48437 4.87327 0.120
H 2.78465 1.42931 4.50131 0.115
H 3.06954 -1.47762 3.60088 0.102
H 1.61054 -0.44051 3.59277 0.105
H 3.22895 -1.36959 5.91070 0.117
H 1.96235 -0.19878 6.11284 0.122
H 1.53266 -2.78307 6.50144 0.116
H 1.47748 -2.90932 4.75656 0.116
H -0.58331 -2.43095 5.84099 0.084
H 5.18056 0.32189 1.15952 0.119
H 4.40786 -0.89793 2.07594 0.126
H 3.64665 -0.36917 -0.28464 0.166
H 4.76595 1.95842 -0.11257 0.132
H 4.22030 2.29806 -2.55177 0.099
H 3.09569 3.61168 -1.79543 0.087
H 1.13515 2.18628 -1.14603 0.126
H 0.62790 0.90289 -0.10443 0.122
H 1.90001 1.63071 -4.79457 0.097
H 1.59399 2.48393 -3.27671 0.067
H 0.45415 1.22903 -3.82634 0.105
H 1.42929 -0.99780 -4.27908 0.097
H 2.90763 -1.48588 -3.36789 0.094
H 2.99249 -0.39417 -4.76263 0.092
C 3.03045 -6.06238 -0.63321 -0.094
C 1.91118 -7.05604 -0.36121 -0.272
N 2.33989 -8.44021 -0.38459 -0.199
C 1.23024 -9.38032 -0.35586 -0.247
C 0.34660 -9.42030 0.89753 -0.087
C 3.46063 -8.76823 0.48016 -0.247
C 3.30675 -8.51183 1.98586 -0.084
H 3.49796 -6.25440 -1.60072 0.082
H 2.62711 -5.05297 -0.64778 0.033
H 3.80248 -6.08974 0.13768 0.067
H 1.15124 -6.92012 -1.13548 0.119
H 1.43150 -6.78585 0.59393 0.100
H 1.61808 -10.38454 -0.54457 0.113
H 0.58895 -9.15803 -1.21443 0.109
H 0.83164 -9.94225 1.72070 0.055
H -0.57233 -9.96690 0.67679 0.071
H 0.05952 -8.42470 1.23690 0.064
H 4.33389 -8.21342 0.12820 0.098
H 3.72719 -9.81576 0.32247 0.116
H 2.81882 -7.55920 2.19838 0.065
H 4.29238 -8.48422 2.45569 0.071
H 2.74670 -9.30405 2.47892 0.055
C -3.81985 5.76555 1.03729 -0.088
C -4.62848 6.35641 -0.10613 -0.270
N -3.93395 7.40755 -0.82474 -0.197
C -4.79074 8.12080 -1.76029 -0.244
C -5.36163 7.34536 -2.95414 -0.085
C -2.61506 7.06324 -1.32137 -0.249
C -2.49676 5.88150 -2.29606 -0.083
H -3.53550 6.53317 1.75845 0.082
H -4.41612 5.01693 1.56082 0.074
H -2.91532 5.26575 0.68286 0.041
H -5.54501 6.77580 0.31550 0.121
H -4.94175 5.53573 -0.77113 0.099
H -4.24976 8.99403 -2.13408 0.113
H -5.62982 8.53003 -1.19026 0.111
H -4.61562 7.18818 -3.73188 0.055
H -6.17094 7.92066 -3.40717 0.073
H -5.77273 6.37803 -2.66473 0.065
H -1.97180 6.85897 -0.46000 0.090
H -2.17360 7.95058 -1.78156 0.116
H -3.11739 5.03409 -2.00058 0.063
H -1.46047 5.53150 -2.32542 0.059
H -2.76040 6.16436 -3.31315 0.056
C -2.46765 -1.55652 -3.15570 -0.085
C -2.77033 -0.73980 -1.90836 -0.278
N -3.90346 0.15438 -2.04724 -0.195
C -4.03073 1.08833 -0.94144 -0.249
C -4.33222 0.52810 0.45422 -0.079
C -5.14414 -0.46324 -2.49085 -0.242
C -5.73397 -1.58851 -1.63073 -0.079
H -2.27740 -0.90695 -4.01245 0.077
H -1.57661 -2.16349 -2.98732 0.068
H -3.27749 -2.23924 -3.41220 0.068
H -1.88180 -0.13684 -1.68882 0.097
H -2.89205 -1.43209 -1.06071 0.104
H -4.79422 1.82833 -1.19565 0.113
H -3.09418 1.65601 -0.88176 0.084
H -5.37595 0.23901 0.55845 0.059
H -4.14325 1.29947 1.20496 0.065
H -3.70640 -0.32932 0.70339 0.067
H -4.98658 -0.85206 -3.49931 0.101
H -5.89577 0.31901 -2.61967 0.116
H -4.97246 -2.28221 -1.27176 0.068
H -6.44597 -2.16655 -2.22250 0.074
H -6.28080 -1.20179 -0.77270 0.056